1.
# C4H9FN2O2S

C4H9FN2O2S as an isolated structure in a non-equilibrium geometry (ωB97M-V with the def2-TZVPD basis set, OMol25).

Geometry as XYZ:
```
19
Properties=species:S:1:pos:R:3:lowdin_charge:R:1
C -1.26087 0.04512 -0.54363 -0.49
C -2.18471 -0.52921 0.59137 -0.02
C 1.07273 -0.54562 1.38765 -0.11
C 0.56674 0.82161 1.04991 -0.33
N -1.53166 -0.45490 -1.66801 0.16
N -0.22966 0.83532 -0.09110 0.03
O 2.50145 1.33148 -1.21576 -0.30
O 0.79166 0.98523 -3.03636 -0.29
F 2.01032 -0.89756 -1.98814 -0.24
S 1.39402 0.63844 -1.78855 0.79
H -1.73628 -1.22842 1.35245 0.08
H -2.99870 -0.86452 0.04845 0.04
H -2.44086 0.31731 1.28914 0.08
H 1.73550 -0.51871 2.34730 0.10
H 0.19734 -1.29579 1.56797 0.08
H 1.81008 -1.02007 0.58116 0.11
H -0.28932 1.20058 1.76540 0.18
H 1.47363 1.45171 0.74490 0.12
H -0.88140 -0.27200 -2.39414 0.01
```

Output
E_LUMO (spin up / spin down) ... -2.330 / -2.330 eV
Frontier orbital gap (spin up / spin down) ... 7.653 / 7.653 eV
DFT total energy ... -24917.5096 eV
ΔE to the lowest compared entry with this formula, charge and spin ... 2.308 eV
HOMO energy (spin up / spin down) ... -9.98 / -9.98 eV

=====

2.
# C4H9FN2O2S2

A 2-piece molecular cluster, C4H9FN2O2S2 overall in a non-equilibrium geometry (ωB97M-V with the def2-TZVPD basis set, OMol25).

Geometry as XYZ:
```
20
Properties=species:S:1:pos:R:3:lowdin_charge:R:1
C -3.00432 -0.02795 -0.26880 -1.10
C 1.79668 2.09250 -0.11341 -0.14
C 1.53239 -0.22648 -0.04173 -0.42
C 2.03562 -1.64789 -0.21161 -0.19
H -2.47302 -0.52914 -1.97463 0.12
H -3.18981 0.58693 1.47144 0.12
H 0.93674 2.30446 -0.76925 0.08
H 2.58276 2.80682 -0.36374 0.07
H 1.48685 2.29094 0.92468 0.08
H 1.92222 -2.20486 0.72765 0.11
H 1.45254 -2.16527 -0.98203 0.11
H -0.16994 0.82697 0.44253 0.06
H -0.76434 -1.62271 1.87446 -0.09
N 2.30557 0.74725 -0.28805 0.03
N 0.21500 -0.10410 0.40408 -0.29
O -2.06882 -0.11281 -1.19784 -0.07
O -2.48636 0.53730 0.80720 -0.07
F 3.35459 -1.64247 -0.57294 -0.03
S -4.56211 -0.54248 -0.42641 0.71
S -0.90224 -1.36699 0.55839 0.91
```

Output
E_LUMO ... 0.190 eV
Frontier orbital gap ... 9.347 eV
DFT total energy ... -35755.1784 eV
SMILES string ... C/N=C(/CF)NS.OC(O)=S
HOMO energy ... -9.16 eV

=====

3.
# C4H9FO

The molecule C4H9FO in a non-equilibrium geometry (ωB97M-V with the def2-TZVPD basis set, OMol25).

Geometry as XYZ:
```
15
Properties=species:S:1:pos:R:3:lowdin_charge:R:1
C -1.51982 0.47827 0.11920 -0.10
C 0.11587 -0.98131 -1.11491 -0.07
C -0.22910 -0.39508 0.24652 -0.34
C 0.89081 0.63479 0.65556 -0.51
O 2.07037 0.12335 1.04311 0.04
F 0.97689 1.63042 -0.25328 0.04
H -1.49730 1.33742 -0.58116 0.08
H -2.41083 -0.15539 -0.00295 0.08
H -1.60670 1.07985 1.11756 0.10
H -0.40195 -0.29380 -1.83656 0.10
H 1.17106 -1.25899 -1.19160 0.07
H -0.27497 -2.02232 -1.21357 0.08
H -0.42015 -1.03155 1.18570 0.16
H 0.52027 1.19564 1.50082 0.14
H 2.61555 -0.34129 0.32559 0.15
```

Output
E_LUMO ... 0.864 eV
Frontier orbital gap ... 11.302 eV
DFT total energy ... -9058.1397 eV
SMILES string ... CC(C)[C@@H](O)F
ΔE to the lowest compared entry with this formula, charge and spin ... 0.518 eV
HOMO energy ... -10.44 eV

=====

4.
# C4H9FO

The molecule C4H9FO in a non-equilibrium geometry (ωB97M-V with the def2-TZVPD basis set, OMol25).

Geometry as XYZ:
```
15
Properties=species:S:1:pos:R:3:lowdin_charge:R:1
C 1.32683 1.09030 -0.16257 -0.04
C 1.15428 -0.36727 0.38609 -0.40
C -0.14567 -0.97075 -0.01888 -0.15
C -1.26916 0.06979 0.18098 -0.24
H 2.31472 1.49405 0.11086 0.08
H 0.99867 1.17644 -1.23770 0.09
H 0.53819 1.76424 0.32288 0.09
H 1.24280 -0.31720 1.46697 0.14
H -0.05794 -1.27852 -1.02343 0.11
H -0.43553 -1.82099 0.61702 0.13
H -1.12537 0.69852 -0.67386 0.08
H -1.34400 0.74043 1.13732 0.16
H -2.64802 -0.52047 -0.95662 0.06
O -2.62680 -0.49707 -0.00631 -0.09
F 2.07700 -1.26149 -0.14277 -0.03
```

Output
E_LUMO ... 0.833 eV
Frontier orbital gap ... 11.233 eV
DFT total energy ... -9057.9237 eV
SMILES string ... C[C@H](F)CCO
ΔE to the lowest compared entry with this formula, charge and spin ... 0.735 eV
HOMO energy ... -10.40 eV

=====

5.
# C4H9IN

An isolated ion of composition C4H9IN and charge +1 in a non-equilibrium geometry (ωB97M-V with the def2-TZVPD basis set, OMol25).

Geometry as XYZ:
```
15
Properties=species:S:1:pos:R:3:lowdin_charge:R:1
C -0.29728 0.52619 0.98415 -0.23
C -0.43827 -0.84851 0.10923 -0.22
C -1.34012 0.36206 -0.08313 -0.79
C 0.95586 1.31514 0.57464 -0.04
N 0.59966 -1.29076 -0.95152 0.17
I -3.36184 0.13040 0.32164 0.94
H -0.60885 0.50092 1.95575 0.10
H -0.81475 -1.87148 0.51706 0.17
H -1.27396 0.99556 -1.03280 0.11
H 1.74436 0.94851 1.25640 0.11
H 0.92347 2.38574 0.66922 0.09
H 1.17207 1.18073 -0.42300 0.04
H 0.36987 -1.09746 -1.95851 0.18
H 0.75650 -2.32404 -0.99658 0.18
H 1.61327 -0.91301 -0.94254 0.19
```

Output
Charge ... +1
E_LUMO ... -3.950 eV
Frontier orbital gap ... 9.099 eV
DFT total energy ... -13875.9472 eV
SMILES string ... C[C@@H]1[C@H]([NH3+])[C@H]1I
ΔE to the lowest compared entry with this formula, charge and spin ... 1.955 eV
HOMO energy ... -13.05 eV

=====

6.
# C4H9IN

A 2-piece molecular cluster, C4H9IN overall in a non-equilibrium geometry (ωB97M-V with the def2-TZVPD basis set, OMol25).

Geometry as XYZ:
```
15
Properties=species:S:1:pos:R:3:lowdin_charge:R:1
C 1.79074 -0.52647 -0.36688 0.08
C 0.50635 -0.74958 0.34896 -0.18
C -0.29461 -1.45650 1.28214 0.02
C 0.48104 1.88303 0.02984 0.06
N 0.72884 0.42968 -0.05102 0.03
I -2.73542 -0.05522 -1.64910 0.52
H 2.60700 -0.46101 0.21587 0.08
H 1.87539 -0.75114 -1.45204 0.14
H -1.10409 -0.76403 1.45405 0.08
H 0.38289 -1.68747 2.15054 0.14
H -0.67039 -2.52728 0.98574 0.16
H 0.84844 2.24859 -0.94000 0.12
H -0.51311 2.00189 0.10268 0.03
H 1.02468 2.39118 0.80801 0.11
H -4.00267 0.64260 -2.06591 -0.40
```

Output
Charge ... +1
E_LUMO ... -4.461 eV
Frontier orbital gap ... 8.944 eV
DFT total energy ... -13875.0206 eV
ΔE to the lowest compared entry with this formula, charge and spin ... 2.882 eV
HOMO energy ... -13.40 eV

=====

7.
# C4H9IO

A 2-piece molecular cluster, C4H9IO overall in a non-equilibrium geometry (ωB97M-V with the def2-TZVPD basis set, OMol25).

Geometry as XYZ:
```
15
Properties=species:S:1:pos:R:3:lowdin_charge:R:1
C -1.70413 0.16271 -0.56055 -0.08
C -0.79068 -1.28578 1.26448 0.04
C 1.92596 1.48893 -0.05784 -0.63
C -0.83741 -0.94962 -0.03031 -0.49
O -0.00364 -1.47272 -0.99297 -0.02
I 3.45783 0.06003 -0.11949 0.72
H -1.83168 1.06341 0.20294 0.11
H -2.73220 -0.19827 -0.93182 0.09
H -1.21187 0.68070 -1.51653 0.11
H -0.16123 -2.00165 1.68701 0.04
H 2.19980 2.35835 0.41187 -0.04
H -1.60414 -0.96977 1.80778 0.03
H 0.97546 1.17162 0.39193 0.00
H 1.63906 1.97764 -0.93794 -0.01
H 0.67889 -2.08558 -0.61856 0.11
```

Output
E_LUMO ... 0.459 eV
Frontier orbital gap ... 9.343 eV
DFT total energy ... -14440.3827 eV
SMILES string ... C=C(C)O.CI
ΔE to the lowest compared entry with this formula, charge and spin ... 1.020 eV
HOMO energy ... -8.88 eV

=====

8.
# C4H9InO4

C4H9InO4 as an isolated structure in a non-equilibrium geometry (ωB97M-V with the def2-TZVPD basis set, OMol25).

Geometry as XYZ:
```
18
Properties=species:S:1:pos:R:3:lowdin_charge:R:1
In 39.57543 -15.26011 0.02719 1.00
C 36.53370 -20.50085 4.08591 0.01
O 36.89909 -19.40705 3.31676 0.24
H 37.18602 -21.35012 3.88262 0.15
H 36.42203 -20.25998 5.14308 0.15
H 35.54163 -20.87973 3.84029 0.21
C 36.27998 -18.96039 -5.73068 -0.02
O 36.15726 -20.24249 -5.10710 0.03
C 36.91585 -20.53491 -4.05477 -0.42
O 37.59620 -19.64309 -3.40635 0.08
O 36.92017 -21.94126 -3.98277 0.02
C 37.92815 -22.46883 -3.13316 -0.06
H 36.15221 -18.11142 -5.05911 0.10
H 35.53427 -18.78705 -6.50655 0.10
H 37.19845 -18.95772 -6.31763 0.11
H 37.85344 -23.54383 -2.96912 0.10
H 37.84407 -22.15540 -2.09260 0.09
H 38.94299 -22.22567 -3.44792 0.11
```

Output
Charge ... +2
E_LUMO ... -13.608 eV
Frontier orbital gap ... 1.943 eV
DFT total energy ... -17632.6966 eV
ΔE to the lowest compared entry with this formula, charge and spin ... 1.468 eV
HOMO energy ... -15.55 eV